Record 1
34
Properties=species:S:1:pos:R:3:forces:R:3 method="wB97M-V/def2-TZVPD" spin_multiplicity=4 max_force_ev_per_a=3.78 orbital_gap_ev="6.5 / 7.1" e_homo_ev="-7.5 / -7.5" s_squared=3.98
C 1.4724 -1.4684 -2.2119 -0.6042 -1.0407 0.0204
C 0.0691 -1.5134 -2.5442 0.2720 -0.9978 0.1000
C -0.6178 -2.1903 -1.4722 0.8006 -0.2610 -0.4975
C 0.3579 -2.5715 -0.4844 1.0077 -0.6428 -1.2968
C 1.6552 -2.1380 -0.9459 -1.0128 -1.0683 -0.4010
Mn 0.3550 -0.4479 -0.7412 -0.0572 3.3288 1.7811
C -0.4491 1.1727 -1.7349 0.5426 0.0782 -0.4270
C 0.9843 1.6483 -1.8539 -0.1897 2.4471 -2.5273
C 1.4514 2.5538 -2.7857 -0.9521 -1.3544 0.9773
N 1.6859 0.9997 -0.9285 -0.2010 -1.3126 2.0859
H -1.6841 -2.4101 -1.4366 0.3811 0.3137 0.1408
H -0.3831 -1.1232 -3.4535 0.1865 -0.0978 0.3807
H 0.1658 -3.1523 0.4144 -0.0121 0.4984 -0.1184
H 2.6100 -2.3402 -0.4620 -0.4047 0.3202 -0.0342
H 2.2629 -1.0842 -2.8525 -0.3279 0.1943 0.3629
H -0.9650 0.9806 -2.6800 0.0743 0.2083 0.3533
H 2.6806 1.1806 -0.8283 -0.3186 -0.3151 -0.1845
H -1.0403 1.7440 -1.0046 0.1987 -0.5180 -0.1780
H 0.7437 2.9278 -3.5159 0.2339 0.2143 0.0633
H 2.4983 2.8413 -2.8033 -0.1594 0.0038 -0.0890
C -0.1654 1.4926 2.2572 0.1460 0.1781 0.0215
C -0.9067 0.1904 1.9940 -0.5911 -0.1070 0.9830
O -0.8307 -0.2838 0.7292 0.3461 -0.2729 -0.3294
C -0.3493 -0.8848 3.0170 0.2375 0.2828 -0.0197
F -0.4222 -0.4647 4.3154 0.0507 -0.5021 -1.0716
F -0.9646 -2.0839 2.9271 0.3825 0.6715 0.0904
F 0.9789 -1.0919 2.7392 -0.9180 0.0052 0.2297
C -2.4475 0.4463 2.2980 0.1194 0.2991 -0.1316
F -2.6855 0.9153 3.5630 0.2020 -0.4908 -1.1029
F -2.8987 1.4023 1.4307 0.2099 -0.7172 0.6687
F -3.2017 -0.6566 2.1128 0.3730 0.6609 0.1794
H 0.9048 1.3448 2.0767 -0.2303 0.0502 0.0414
H -0.3322 1.8019 3.2941 0.1383 0.1036 -0.2431
H -0.5323 2.2630 1.5708 0.0761 -0.1600 0.1722

Record 2
35
Properties=species:S:1:pos:R:3:forces:R:3 method="wB97M-V/def2-TZVPD" max_force_ev_per_a=1.56 orbital_gap_ev=7.7 e_homo_ev=-7.8
C -1.6147 -2.3608 -2.7559 -0.2852 0.4918 -0.3706
N -0.4184 -1.6082 -2.4069 -0.0256 -0.1315 1.0364
C 0.8588 -2.2580 -2.6928 -0.0008 0.2453 -0.0839
C -0.5070 -0.3721 -1.9256 0.0240 1.1845 -0.5111
H -1.3350 -3.4036 -2.8747 -0.3388 -0.0588 0.2542
H -2.4000 -2.2036 -2.0099 0.2260 -0.3048 -0.0481
H -2.0083 -2.0102 -3.7190 0.0588 -0.0632 0.0833
H 0.6621 -3.3245 -2.8086 0.3854 0.0940 0.3133
H 1.2618 -1.8997 -3.6440 -0.0635 0.0564 -0.0007
H 1.5937 -2.0361 -1.9175 -0.1363 -0.2610 0.0155
H 0.4633 0.1554 -1.8045 -1.1822 -0.1308 -0.7704
H -1.5097 0.0874 -2.0513 1.3765 -0.1679 -0.5918
F -3.0418 3.7543 -1.8512 0.1945 -0.5777 0.3524
C -2.8539 2.6792 -1.0742 -0.4921 0.0151 -0.2050
F -3.6237 2.8129 0.0202 0.6756 -0.1732 -0.5403
F -3.2810 1.5786 -1.7454 0.0864 0.3873 0.1453
S -1.0235 2.4934 -0.6871 -0.0209 -0.2807 0.8598
C -0.9084 0.7937 -0.0722 -0.4342 0.6393 1.3564
C -0.0241 0.6764 1.1117 0.4698 -0.0087 0.1866
C 1.1764 1.4166 1.2537 0.0000 -0.4902 -0.1282
C 2.1517 0.9984 2.1492 0.0318 0.3452 -0.1642
C 1.9280 -0.0648 3.0007 0.0804 -0.8055 0.3314
C 3.0523 -0.5901 3.8644 0.0618 0.1071 0.0796
F 2.5785 -1.2422 4.9659 0.5404 0.4466 -0.6999
F 3.8517 -1.4833 3.1906 -0.5525 0.6613 0.5907
F 3.8687 0.4215 4.2868 -0.4768 -0.9018 -0.1648
C 0.6925 -0.7182 2.9997 -0.0599 0.6929 -0.6379
C -0.2837 -0.3233 2.0834 0.1998 -0.0363 -0.1419
O -0.3273 2.5540 -1.9495 -0.2432 0.1426 0.0752
O -0.8230 3.5349 0.3019 0.0641 -0.7752 -0.6545
H -1.9292 0.4995 0.1782 -0.0528 -0.0083 -0.0296
H 1.4053 2.2971 0.6531 -0.2227 -0.3719 -0.0889
H 3.1183 1.4949 2.1539 -0.1959 0.0460 0.1069
H 0.5117 -1.5321 3.6780 -0.1108 -0.1063 0.1909
H -1.2620 -0.8175 2.0990 0.4188 0.0987 -0.1459

Record 3
27
Properties=species:S:1:pos:R:3:forces:R:3 method="wB97M-V/def2-TZVPD" spin_multiplicity=3 max_force_ev_per_a=3.39 orbital_gap_ev="5.9 / 7.3" total_charge=+2 e_homo_ev="-16.6 / -16.6" s_squared=2.23
Mo -0.5331 0.6799 0.3521 0.6182 -1.8224 -0.1025
C 0.1297 -0.6736 -2.8435 0.3117 0.1114 0.8394
H 0.6162 -0.3760 -1.7161 -0.9435 -0.8276 -3.1453
H 0.1703 -1.7030 -3.1441 0.1596 -1.2860 1.4675
H 0.6035 -0.3884 -3.7775 0.8903 1.6218 0.5814
H -0.9112 -0.4463 -3.0050 -0.4898 0.5763 0.6250
H -1.9659 1.4277 0.7551 0.2016 0.2110 0.3839
C 2.9194 3.1570 1.4053 -0.2360 0.3555 -1.8287
C 3.0640 2.7512 2.7236 1.2322 1.4338 0.1683
C 2.3734 1.7137 3.2504 -1.9298 -2.3541 -0.2882
C 1.4723 1.0189 2.4148 -0.2430 0.9511 -1.0776
N 1.2375 1.4503 1.0987 1.3387 1.0342 1.2713
C 2.0053 2.4998 0.5853 -1.2958 -1.0116 -0.0954
C 0.6304 -0.1340 2.7830 -0.2846 -1.1831 1.1918
C 0.5959 -0.7107 4.0825 0.3581 1.5271 -1.6752
C -0.2264 -1.8265 4.2800 0.7278 0.3270 1.7400
C -0.9950 -2.4475 3.3156 -0.5226 0.2755 -2.3953
C -0.9856 -1.9045 1.9978 0.3656 -0.2942 1.4309
C -0.2197 -0.7395 1.7633 -0.0194 1.4947 -0.3418
H 3.4898 3.9967 0.9450 -0.4049 -0.8112 0.6859
H 3.7615 3.2904 3.3602 -0.0778 -0.0184 -0.1106
H 2.4383 1.3609 4.2816 0.3649 0.4126 -0.3484
H 1.7816 2.7239 -0.5061 0.5701 0.0276 1.6130
H 1.2157 -0.2103 4.8646 -0.8273 -0.9682 -0.4387
H -0.2330 -2.2102 5.3033 -0.0978 -0.1375 -0.3441
H -1.5981 -3.3377 3.5347 0.3194 0.4863 -0.0183
H -1.5371 -2.3460 1.1747 -0.0858 -0.1316 0.2116